# C18H30AsCl5F6N3O6RuS2Si3

A structure of composition C18H30AsCl5F6N3O6RuS2Si3 (wB97M-V/def2-TZVPD, OMol25).

XYZ file:
```
75
Properties=species:S:1:pos:R:3:forces:R:3
Ru 0.616 -0.629 0.657 0.0 0.2 0.1
N 0.518 0.925 2.157 0.1 0.0 -0.1
N 1.762 1.446 2.633 0.0 0.0 0.0
C 2.689 1.815 1.655 0.0 -0.2 -0.1
O 3.834 2.048 1.917 0.0 0.0 0.0
O 2.112 1.878 0.454 -0.1 0.0 0.1
H -0.007 1.723 1.808 0.0 0.0 0.0
H 0.006 0.585 2.971 0.0 0.0 0.0
H 2.158 0.912 3.395 0.0 0.0 0.0
F 2.116 -3.695 -3.434 0.0 0.0 0.0
C 2.432 -2.717 -2.621 0.1 0.0 0.0
F 3.086 -1.773 -3.289 0.0 0.0 0.0
F 3.179 -3.157 -1.625 0.0 0.0 0.0
S 0.880 -1.896 -1.963 0.0 0.0 0.2
O 1.275 -0.518 -1.646 -0.1 -0.1 -0.1
O -0.138 -2.142 -2.921 0.0 0.0 0.0
N 0.587 -2.428 -0.463 0.0 0.0 -0.2
S 0.187 -3.990 -0.153 0.0 0.1 0.0
O 0.651 -4.799 -1.227 0.0 0.0 0.0
O 0.471 -4.252 1.214 0.0 0.0 0.0
C -1.657 -3.962 -0.261 -0.1 0.0 0.0
F -2.127 -2.962 0.499 0.0 -0.1 0.0
F -2.066 -3.771 -1.505 0.0 0.0 0.0
F -2.118 -5.113 0.194 0.0 0.0 0.0
C -1.174 0.597 -3.823 0.0 0.0 0.0
Si -2.383 0.993 -2.470 0.0 0.0 0.0
C -2.722 2.824 -2.429 0.0 0.0 0.0
C -3.906 -0.073 -2.607 0.0 0.0 0.0
As -1.588 0.460 -0.243 0.0 0.0 0.0
Si -3.466 0.728 1.223 0.0 0.0 0.0
C -4.394 -0.896 1.208 0.0 0.0 0.0
C -4.529 2.143 0.640 0.0 0.0 0.0
C -2.821 1.142 2.929 0.0 0.0 0.0
Si 2.909 2.665 -0.891 0.0 0.0 0.0
C 4.187 1.500 -1.545 0.0 0.0 0.0
C 3.592 4.276 -0.295 0.0 0.0 0.0
C 1.453 2.893 -2.018 0.0 0.0 0.0
H -1.256 -0.442 -4.135 0.0 0.0 0.0
H -0.135 0.791 -3.562 0.0 0.0 0.0
H -1.428 1.235 -4.673 0.0 0.0 0.0
H -3.187 3.103 -3.379 0.0 0.0 0.0
H -1.790 3.384 -2.343 0.0 0.0 0.0
H -3.390 3.131 -1.626 0.0 0.0 0.0
H -4.394 0.114 -3.567 0.0 0.0 0.0
H -4.638 0.111 -1.821 0.0 0.0 0.0
H -3.629 -1.129 -2.580 0.0 0.0 0.0
H -5.466 -0.702 1.284 0.0 0.0 0.0
H -4.104 -1.519 2.056 0.0 0.0 0.0
H -4.226 -1.473 0.299 0.0 0.0 0.0
H -4.944 1.986 -0.355 0.0 0.0 0.0
H -3.995 3.094 0.650 0.0 0.0 0.0
H -5.370 2.229 1.334 0.0 0.0 0.0
H -2.235 0.334 3.367 0.0 0.0 0.0
H -3.682 1.296 3.585 0.0 0.0 0.0
H -2.243 2.069 2.950 0.0 0.0 0.0
H 4.944 1.293 -0.787 0.0 0.0 0.0
H 4.692 1.947 -2.405 0.0 0.0 0.0
H 3.738 0.561 -1.873 0.0 0.0 0.0
H 4.436 4.130 0.379 0.0 0.0 0.0
H 2.833 4.866 0.222 0.0 0.0 0.0
H 3.934 4.860 -1.152 0.0 0.0 0.0
H 0.948 1.940 -2.174 0.0 0.0 0.0
H 1.756 3.280 -2.993 0.0 0.0 0.0
H 0.743 3.601 -1.582 0.0 0.0 0.0
Cl -0.802 -1.909 3.237 0.0 0.0 0.0
C 0.928 -2.116 3.227 0.0 0.0 0.0
C 1.612 -1.586 2.152 0.0 -0.1 0.1
C 2.978 -1.779 2.087 0.0 0.0 0.0
Cl 3.799 -1.124 0.713 0.0 0.0 0.0
C 3.662 -2.486 3.072 0.0 0.0 0.0
Cl 5.353 -2.707 2.950 0.0 0.0 0.0
C 2.949 -3.006 4.155 0.0 0.0 0.0
Cl 3.768 -3.870 5.382 0.0 0.0 0.0
C 1.566 -2.823 4.237 0.0 0.0 0.0
Cl 0.668 -3.465 5.545 0.0 0.0 0.0
```
Forces are in eV/Å.

Values from the calculation:
Energy above the lowest of the compared OMol25 structures with the same formula, charge and spin = 6.3 kJ/mol
Charge = +1
Frontier orbital gap (spin up / spin down) = 8.21 / 6.50 eV
Spin multiplicity = 5

Results of the Mulliken charge analysis, in e, for atoms 1 through 8:
1. Ru 0.965
2. N -0.233
3. N -0.238
4. C 0.177
5. O -0.548
6. O -0.180
7. H 0.281
8. H 0.163